56
Properties=species:S:1:pos:R:3:forces:R:3:mulliken_charge:R:1 method="wB97M-V/def2-TZVPD" homo_ev="-11.52 / -11.45" charge=+1 orbital_gap_ev="8.4 / 8.8" s2=0.864 total_energy_ev=-83892.429 e_above_lowest_ev=0.0000 lumo_ha="-0.114 / -0.097" multiplicity=2
Mn -0.685913 -0.287835 -0.267169 -0.21 -0.05 0.32 0.5781
C -4.605098 3.555393 -1.715979 0.01 0.00 -0.02 -0.9259
C -4.452296 3.080408 -0.279235 0.01 -0.04 0.03 -0.9397
N -4.658390 1.633856 -0.119692 0.01 0.01 0.02 0.0599
C -6.028876 1.177618 0.186398 0.04 0.01 0.03 -0.6094
C -6.793185 0.725802 -1.048579 -0.01 -0.01 -0.01 -1.0645
C -3.687142 0.743215 -0.290513 -0.17 -0.18 -0.15 0.5707
S -2.110485 1.356195 -0.735924 0.24 -0.05 -0.02 -0.2464
N -4.051955 -0.542429 -0.174372 0.02 0.20 -0.03 -0.0745
C -3.255568 -1.561543 0.028616 0.12 -0.10 0.18 0.3867
O -1.987630 -1.542853 0.232970 -0.01 0.03 -0.19 -0.8593
C -3.892471 -2.904773 0.090123 0.00 0.01 -0.03 0.6064
C -5.264721 -3.047303 -0.105561 0.00 0.01 -0.01 -0.1939
C -5.846448 -4.302669 -0.062184 0.01 -0.01 0.01 -0.7032
C -5.064371 -5.423438 0.184237 -0.01 0.01 0.00 -0.3681
C -3.697938 -5.287435 0.386693 0.01 0.02 0.01 -0.7685
C -3.112923 -4.032597 0.339170 0.00 -0.01 -0.01 -0.3465
H -4.418100 4.627870 -1.767553 0.00 0.00 0.01 0.3822
H -5.609638 3.370945 -2.093325 0.00 0.00 0.00 0.2727
H -3.890507 3.055915 -2.369705 -0.01 0.00 0.00 0.3012
H -5.179886 3.569241 0.366447 0.00 0.00 -0.01 0.3699
H -3.465233 3.329224 0.103825 0.01 0.02 0.00 0.5465
H -6.531442 2.016390 0.664984 0.00 0.00 -0.01 0.3742
H -5.963618 0.371243 0.911960 0.00 -0.01 -0.01 0.4696
H -6.936507 1.542474 -1.754256 0.00 0.01 0.00 0.3365
H -7.778063 0.360962 -0.755479 0.00 0.01 0.01 0.3396
H -6.263172 -0.080717 -1.552790 0.00 0.00 0.00 0.2550
H -5.864777 -2.167413 -0.289755 0.00 0.00 0.00 0.3155
H -6.911742 -4.408842 -0.216598 0.00 0.00 0.00 0.4162
H -5.521308 -6.403457 0.222026 0.00 0.00 0.00 0.3976
H -3.090626 -6.160414 0.585175 0.00 0.00 0.00 0.4076
H -2.050745 -3.916246 0.503990 0.00 -0.01 0.00 0.3606
C 5.562442 -0.459758 0.432522 -0.01 0.00 -0.02 -0.5661
C 4.876236 -0.228303 1.616509 -0.01 0.01 0.01 -0.6261
C 3.671069 0.462151 1.597965 0.00 -0.02 0.03 -0.1252
C 3.169626 0.914502 0.389298 -0.02 -0.02 -0.07 0.2658
C 3.852730 0.693956 -0.801943 0.01 0.00 0.01 -0.5703
C 5.050514 0.000413 -0.777999 0.00 -0.01 0.02 -0.4793
H 6.509668 -0.983371 0.451661 0.00 0.00 0.00 0.4189
H 5.279996 -0.575463 2.558067 0.01 0.00 0.00 0.3784
H 3.130215 0.640412 2.516963 0.00 0.00 -0.01 0.4561
H 3.450426 1.061672 -1.737578 0.00 0.00 0.00 0.4531
H 5.593574 -0.170209 -1.697556 0.00 0.00 0.00 0.4408
F 0.999059 1.023860 -0.596541 0.04 0.04 0.04 -0.2533
C 1.865900 1.641956 0.339390 -0.05 0.02 0.06 0.7784
F 1.195350 1.626838 1.489741 0.00 -0.02 -0.08 -0.2979
F 1.963566 2.891297 -0.084034 -0.03 -0.01 -0.01 -0.2296
N 3.215734 -3.362416 0.654932 0.07 -0.02 -0.02 -0.6094
N 2.154669 -2.952645 -0.123132 0.04 0.21 0.13 1.0235
N 1.615755 -3.711887 -1.046644 0.13 -0.13 -0.01 -0.9338
C 0.610783 -2.964701 -1.458896 -0.30 0.22 -0.09 -0.2254
N 0.577081 -1.794707 -0.807327 0.29 0.03 0.12 -0.1435
N 1.580845 -1.810350 0.065834 -0.19 -0.21 -0.26 0.0889
H 3.559787 -4.225787 0.248501 0.00 0.00 0.02 0.3335
H 3.930515 -2.639024 0.631462 -0.01 0.02 0.01 0.2732
H -0.084170 -3.260322 -2.224739 -0.03 0.01 0.01 0.5026